# 1
{
  "formula": "C4H8N2S",
  "method": "ωB97M-V/def2-TZVPD",
  "e_homo_ev": [-8.0, -8.0],
  "e_above_lowest_kcal_mol": 89.2,
  "smiles": "C/N=C/C=[N+](/C)[S-]",
  "total_charge": 0,
  "e_lumo_ev": [-0.849, -0.851],
  "gap_ev": [7.1, 7.1],
  "elements": ["C", "C", "C", "C", "N", "N", "S", "H", "H", "H", "H", "H", "H", "H", "H"],
  "positions_angstrom": [[0.46662, -0.02663, 0.25697], [-0.71411, -0.20769, -0.58562], [2.53326, 0.03205, 1.24120], [-2.96002, 0.29962, -0.89576], [1.74379, -0.45870, 0.13400], [-1.78703, 0.36952, -0.10637], [2.68697, -1.50655, -0.78014], [0.12332, 0.52317, 1.03342], [-0.67151, -0.88883, -1.44734], [2.00978, 0.12001, 2.15244], [3.52990, -0.50779, 1.23444], [2.71221, 1.21746, 0.97312], [-3.75473, -0.22452, -0.39087], [-3.23865, 1.39885, -0.94648], [-2.67981, -0.13995, -1.87300]],
  "atomic_forces_ev_per_a": [[2.1, -2.8, -3.8], [-0.8, 0.0, 1.0], [2.9, 3.9, -1.1], [0.2, 1.5, -0.9], [-2.9, 0.6, 1.6], [3.0, -1.3, -0.3], [-1.0, -0.2, -1.2], [0.2, 1.9, 2.9], [-0.2, 0.5, -0.1], [-0.6, -0.6, 1.1], [-1.5, 0.8, 0.4], [0.1, -2.8, 0.6], [-0.3, -0.3, 0.1], [-0.3, -1.3, -0.6], [-0.9, 0.3, 0.1]]
}



# 2
{
  "formula": "C10H21B2FN2O7S",
  "method": "ωB97M-V/def2-TZVPD",
  "e_homo_ev": -6.8,
  "total_charge": 0,
  "e_lumo_ev": -0.490,
  "gap_ev": 6.3,
  "elements": ["C", "C", "O", "B", "O", "C", "O", "B", "O", "C", "O", "S", "O", "O", "F", "H", "H", "H", "H", "H", "H", "H", "H", "H", "H", "C", "C", "N", "C", "C", "N", "C", "C", "H", "H", "H", "H", "H", "H", "H", "H", "H", "H", "H"],
  "positions_angstrom": [[2.68454, -2.98149, -2.45387], [2.77642, -1.64901, -3.17319], [1.51950, -1.31117, -3.77554], [0.78209, -0.39011, -3.05641], [1.32230, 0.86280, -2.85201], [-0.63867, -0.64387, -2.44402], [-0.31407, -0.81906, -1.07549], [-1.44483, -1.65391, -0.45651], [-2.24723, -2.03010, -1.65943], [-1.38898, -1.96582, -2.70012], [-0.53552, -3.07372, -2.58280], [-2.35664, -2.04246, -4.27111], [-3.74032, -1.94906, -4.05962], [-1.82842, -1.11510, -5.19786], [-2.07330, -3.49182, -4.77415], [2.09688, -3.63722, -3.08013], [2.21334, -2.85956, -1.48916], [3.66739, -3.42068, -2.31602], [3.09435, -0.87924, -2.47605], [3.52369, -1.73808, -3.95567], [1.91511, 1.08887, -3.58454], [-1.28684, 0.23605, -2.48853], [-1.99463, -0.91760, 0.36333], [-0.91898, -2.60874, 0.09668], [-0.07330, -3.21299, -3.42732], [-0.77641, 3.05359, 6.21373], [-0.56894, 1.77306, 5.42375], [-0.50252, 2.01886, 3.98053], [-1.50368, 2.55281, 3.20375], [-1.04924, 2.56061, 1.92825], [0.21247, 2.02307, 1.94789], [0.52518, 1.70992, 3.19596], [1.06922, 1.80015, 0.78059], [-1.70624, 3.54818, 5.93408], [-0.82278, 2.82914, 7.27731], [0.04073, 3.75419, 6.04230], [-1.38019, 1.06864, 5.60356], [0.35942, 1.29014, 5.72121], [-2.43117, 2.86302, 3.64855], [-1.48604, 2.87866, 0.99884], [1.45055, 1.26520, 3.51684], [1.27228, 0.73453, 0.70341], [1.99704, 2.35857, 0.88262], [0.54647, 2.12079, -0.11363]],
  "atomic_forces_ev_per_a": [[0.0, 0.3, -0.1], [0.3, -0.5, -0.2], [0.1, -0.2, 0.6], [-0.4, 0.1, -0.6], [0.1, 0.6, -0.2], [0.5, 0.1, 0.1], [0.3, 0.0, 0.3], [0.9, 0.4, 0.5], [-0.7, 0.0, 0.1], [0.0, -0.3, 1.3], [0.2, -0.3, -1.3], [-0.4, 1.3, 0.7], [-1.5, -0.5, 0.6], [1.4, 0.2, -1.0], [0.4, -0.4, -0.2], [-0.1, -0.4, 0.0], [-0.3, -0.1, 0.2], [0.2, 0.0, 0.0], [0.1, 0.3, 0.0], [0.0, 0.2, -0.3], [0.1, -0.2, 0.4], [-0.4, -0.1, -0.7], [-0.6, -0.1, -0.1], [-0.2, -0.1, 0.1], [0.1, 0.2, 0.4], [0.0, 0.1, -0.1], [-0.1, 0.1, 0.2], [0.2, -0.1, 0.1], [0.0, 0.0, 0.2], [0.1, -0.1, -0.2], [0.1, 0.2, -0.1], [-0.2, 0.0, -0.1], [0.2, -0.3, -0.1], [0.0, 0.0, 0.0], [0.0, 0.0, 0.0], [0.0, 0.0, 0.0], [0.0, 0.0, 0.0], [0.0, 0.0, -0.1], [-0.1, 0.0, -0.2], [-0.2, 0.0, 0.1], [0.0, 0.0, 0.0], [-0.1, 0.0, -0.2], [0.0, 0.1, 0.1], [-0.1, -0.1, 0.0]]
}



# 3
{
  "formula": "H4O2",
  "method": "ωB97M-V/def2-TZVPD",
  "e_homo_ev": -9.8,
  "e_above_lowest_kcal_mol": 38.3,
  "total_charge": 0,
  "e_lumo_ev": 0.438,
  "gap_ev": 10.3,
  "elements": ["O", "H", "H", "O", "H", "H"],
  "positions_angstrom": [[0.27712, 0.14207, -1.32016], [-0.00201, 0.34154, -0.42655], [-0.06935, -0.73393, -1.48991], [-0.08130, -0.05981, 0.71571], [-0.73638, -0.15644, 1.40693], [0.61193, 0.46656, 1.11396]],
  "atomic_forces_ev_per_a": [[1.2, 0.6, -5.0], [-0.6, 0.5, -1.8], [0.1, -0.1, -0.1], [-0.7, -1.0, 6.2], [-0.5, 0.0, 0.4], [0.5, 0.1, 0.3]]
}